# 1
Below is C40H80F12MgN5O10S4 as an isolated structure in a non-equilibrium geometry, with properties calculated with wB97M-V/def2-TZVPD.

Its spin multiplicity is 2. The LUMO energy (spin up / spin down) is -4.0 / -4.1 eV. As for the total charge: +2. As for the expectation value of S²: 0.750. As for the HOMO energy (spin up / spin down): -5.789 / -12.784 eV.

Cartesian coordinates (Å):
S: 2.77066 0.50767 4.12338
S: 2.79861 5.02579 2.59591
S: 1.91261 4.92852 0.01666
S: 0.75970 0.31768 -0.54888
Mg: 2.74651 2.15930 1.31012
F: -1.39633 0.25210 -2.01037
F: 5.01629 1.78106 4.79373
F: -0.71725 5.22966 -0.48714
F: -0.04038 6.59908 1.05894
F: 5.47038 4.33390 2.70231
F: 4.82835 5.37485 0.85792
F: -1.51416 1.51184 -0.17692
F: 5.29805 -0.26448 4.62318
F: 4.26113 0.39173 6.37349
F: -0.26968 4.44576 1.47307
F: 5.08624 6.53747 2.73264
F: -0.37662 2.19665 -1.94612
O: 2.83230 4.12728 3.72368
O: 2.56617 6.22244 -0.17503
O: 1.84248 1.30035 4.96608
O: 2.86453 1.20004 2.81512
O: 1.54322 -0.11120 -1.70439
O: 0.41356 -0.88767 0.22798
O: 2.11398 6.27668 2.79693
O: 1.46659 1.33412 0.22584
O: 2.45788 -0.90205 4.03876
O: 1.80837 4.12201 -1.17499
N: 3.06096 -3.65180 -0.40942
N: -6.52799 -2.51972 -0.62557
N: -2.60024 2.84720 5.36653
N: 2.85431 1.01994 -5.39887
N: 2.44577 4.00048 1.18362
C: 2.51482 -3.58528 -1.90991
C: -0.70473 0.35278 3.06351
C: -1.01882 1.74650 3.57854
C: -7.15624 -1.40074 -1.54915
C: -7.58444 -2.87759 0.46790
C: -1.36399 3.19689 6.26336
C: -6.93674 -4.29852 -2.33390
C: 0.85133 1.29858 -7.04096
C: 4.58998 -4.87457 1.28529
C: 3.69428 -2.30946 -0.04459
C: 6.60308 0.76119 -4.16479
C: -2.97961 4.03364 4.52140
C: 1.50253 -4.84669 -3.89032
C: -2.80920 3.71334 8.39413
C: -6.30108 -5.36955 -3.25013
C: 1.78053 -3.86833 0.47211
C: 0.15830 5.37195 0.58775
C: 4.42326 1.13524 -5.43360
C: 4.69483 5.33349 2.22339
C: -2.28960 1.60137 4.43540
C: -4.26076 -1.19314 -0.77258
C: 5.21963 -3.47574 1.64563
C: -5.28500 -1.89915 0.15270
C: -3.99173 3.53919 7.49245
C: 2.19160 1.98832 -4.32965
C: 4.31352 -2.29298 1.40601
C: 2.34332 1.55234 -6.70242
C: -1.60147 4.12535 7.43336
C: 4.04416 -4.84414 -0.11483
C: 1.97768 -4.91374 -2.46193
C: -6.12483 -0.87737 -2.56114
C: -3.78201 2.52969 6.30903
C: -0.77478 1.10503 -1.24680
C: 0.90197 -0.76812 -5.50672
C: 2.43894 -0.52296 -5.27919
C: 5.05791 1.01105 -4.12995
C: -5.90817 -3.74619 -1.31935
C: -4.92908 -0.21090 -1.77875
C: 0.58704 -0.25155 -6.92630
C: 4.42226 0.67083 5.07542
H: 4.76956 1.99734 -6.00364
H: 6.13927 -3.48213 1.06055
H: -5.06548 -3.40835 -1.92253
H: 6.90196 -0.25718 -4.41319
H: -5.26219 -5.12945 -3.47634
H: -7.42286 -0.64934 -0.80590
H: -4.14633 0.19112 -2.42201
H: -7.49756 -3.59789 -2.95252
H: 0.94319 -3.92113 -4.02667
H: 0.30223 -0.43880 -4.65822
H: 3.88956 -5.17800 2.06339
H: 4.91281 -1.39216 1.53823
H: -5.72422 -4.51811 -0.57207
H: 2.54015 2.62331 -6.75117
H: -3.75542 3.70057 3.83199
H: -4.88542 -2.74801 0.70758
H: -1.70047 5.17406 7.15314
H: 3.45683 -2.19631 2.07298
H: 0.11502 1.78115 -6.39826
H: 3.37918 -3.15355 -2.41449
H: -6.22989 -6.30168 -2.68962
H: 7.18901 1.34153 -4.87752
H: 0.94288 -5.72173 -4.22077
H: -7.76839 -4.76314 -1.80419
H: 1.16979 -0.71235 -7.72391
H: 3.47763 -5.73580 -0.38333
H: -1.24745 2.42739 2.75864
H: 3.01030 -0.97327 -6.09090
H: -6.85556 -5.54150 -4.17267
H: 1.18882 -5.19308 -1.76353
H: 0.94094 -1.85731 -5.52198
H: -7.08960 -3.62991 1.08209
H: -0.44492 -0.45727 -7.21063
H: 1.56199 -4.93526 0.51701
H: -5.62384 -1.20154 0.91862
H: 0.88228 -3.35887 0.12326
H: 7.16532 1.03256 -3.27130
H: -1.52400 -0.10652 2.51039
H: -0.60674 -0.24118 3.97219
H: 2.56692 -5.81014 -2.26863
H: -0.74883 4.16168 8.11145
H: 2.56003 1.49236 -3.43166
H: -2.09462 4.38294 3.98955
H: 2.63277 2.96252 -4.54033
H: 2.03828 -3.62532 1.50294
H: -4.79240 3.11892 8.10106
H: -3.32492 4.85361 5.15110
H: -2.15438 0.82066 5.18394
H: -3.16819 1.33656 3.84713
H: 4.83590 0.34461 -6.06029
H: 4.88972 1.94325 -3.59067
H: -8.10597 -1.83129 -1.86657
H: -0.49798 3.44763 5.65077
H: -5.67182 -1.67998 -3.14312
H: 0.66266 1.57670 -8.07787
H: 4.41401 -2.02282 -0.81137
H: 1.83891 -2.73071 -1.87920
H: 2.43000 -4.76861 -4.45761
H: -4.36122 4.51105 7.16522
H: 4.61626 0.21223 -3.53419
H: -4.74488 2.56297 5.79926
H: -3.59499 1.47419 6.50665
H: 2.96255 1.15671 -7.50749
H: 0.24661 0.30331 2.53379
H: 5.37531 -5.61967 1.41250
H: -2.70095 2.77199 8.93288
H: -3.07468 4.35767 9.23226
H: 2.82198 -0.85456 -4.31408
H: -3.59022 -1.86391 -1.30976
H: -5.32199 0.63104 -1.20879
H: -0.11706 2.17282 4.01803
H: -8.50369 -3.30259 0.06483
H: -6.50652 -0.17944 -3.30633
H: -3.64778 -0.56795 -0.12335
H: 4.83480 -4.75830 -0.86022
H: 5.47834 -3.63512 2.69241
H: 1.10181 1.97453 -4.31350
H: -1.04949 2.26717 6.73750
H: 3.03215 -1.45118 -0.15878
H: -7.87950 -1.95040 0.95919

Results of the Mulliken charge analysis, in e, for atoms 1 through 8:
1 S 1.21
2 S 0.73
3 S 0.60
4 S 1.36
5 Mg 1.60
6 F -0.14
7 F -0.16
8 F -0.26


# 2
Below is a 10-piece molecular cluster, C40H80O10 overall in a non-equilibrium geometry, with properties calculated with wB97M-V/def2-TZVPD.

The LUMO energy is 0.5 eV. The energy above the lowest of the compared OMol25 structures with the same formula, charge and spin is 540.4 kcal/mol. As for the total charge: 0. The SMILES is C1CCOC1.C1CCOC1.C1CCOC1.C1CCOC1.C1CCOC1.C1CCOC1.C1CCOC1.C1CCOC1.C1CCOC1.C1CCOC1. As for the HOMO energy: -9.069 eV.

Cartesian coordinates (Å):
O: 1.45496 -2.58269 -3.59618
O: 3.19896 -1.63269 1.91782
O: 4.47496 2.79431 -1.63518
O: -0.65704 0.63731 0.74882
O: 0.17596 -1.13869 4.80082
O: -1.38204 5.50531 -0.83918
O: -1.42004 -6.11869 -0.85718
O: -0.76704 1.44131 -3.84318
O: -2.36904 2.78531 5.36082
O: -5.30904 2.41531 0.41682
C: -5.41804 2.20231 -1.76218
C: 1.67496 -1.91169 -4.84918
C: -0.35404 -5.64469 -0.05718
C: -0.79704 -2.20069 4.79682
C: -2.37604 3.50731 4.07082
C: 0.01396 2.16431 -4.80118
C: 1.89496 -1.50169 2.44182
C: 0.59596 4.15531 -0.76018
C: -0.26904 -5.31769 -2.56818
C: -0.68604 4.55631 0.07682
C: -0.02204 -1.55969 7.09382
C: -1.55804 -1.49069 1.03782
C: -0.33304 2.35931 4.56082
C: -6.13404 2.00831 -0.60418
C: 3.18496 3.09031 -1.09618
C: 2.65696 1.78831 -0.63518
C: 2.52296 -0.61969 -4.44618
C: -1.03804 5.16031 -2.17218
C: 0.22696 1.28331 -6.04118
C: 1.21496 -2.67569 1.76882
C: -1.40904 1.68231 5.21182
C: -0.81004 -0.01769 -5.79918
C: 0.66696 -5.49469 -1.29018
C: 3.52996 -2.97269 2.10882
C: -0.20504 -0.04669 -0.38718
C: -0.99104 3.34331 3.62882
C: 5.05596 1.77131 -0.81818
C: -0.96704 -1.39969 -0.34518
C: -1.02704 0.09531 -4.22218
C: -4.04704 2.03231 -0.00318
C: -1.60704 -5.32769 -1.94018
C: -0.88704 -0.36369 1.74482
C: 2.29696 -3.77569 1.78982
C: 0.94896 -1.26169 6.02882
C: -1.09004 -2.33969 6.34482
C: 3.10396 -1.06469 -3.10418
C: -4.02704 1.51631 -1.40818
C: 0.45096 4.88631 -2.03918
C: 3.86896 1.00531 -0.15418
C: 1.94196 -1.91169 -2.51618
H: 5.54996 2.19831 -0.04118
H: -1.69004 4.28931 -2.20718
H: 1.56296 -4.86069 -1.32118
H: -1.06004 1.38231 6.07782
H: -5.89404 1.93631 -2.79718
H: 3.94696 -2.92269 3.24682
H: -0.38404 -0.37969 -3.67818
H: -1.28804 5.98831 -2.46918
H: -0.49904 -4.80269 0.40182
H: 0.42896 1.75331 3.94082
H: 1.04596 5.80431 -2.00218
H: 5.61896 1.17931 -1.39818
H: -3.50904 2.96231 0.41082
H: -5.36404 3.25731 -2.10818
H: 3.32596 -0.23269 -2.46118
H: -0.19104 0.47931 -1.22618
H: 1.69296 0.16631 -4.21218
H: -0.43004 -0.76369 -5.73918
H: 0.82796 -1.85569 -5.37318
H: -2.12904 -1.92769 6.54882
H: 0.05796 -5.89569 -3.37918
H: 0.98796 -2.45669 0.67982
H: 3.31596 4.05931 -0.35718
H: 1.21996 -6.36669 -1.34718
H: 2.13196 -4.53369 2.61982
H: -1.75604 -1.90669 4.32382
H: -0.97304 2.82031 2.68082
H: 0.87696 2.47931 -4.33018
H: 2.51696 3.80331 -1.77418
H: -6.39704 0.86531 -0.47518
H: -3.30104 3.08131 3.52882
H: 1.06496 -1.32669 -2.00218
H: -3.25104 1.93031 -2.18618
H: 1.72096 -1.70969 3.44482
H: -1.98704 -4.47169 -1.69318
H: 3.90496 -1.82169 -3.30818
H: 0.03096 -6.29369 0.78282
H: 4.00496 0.99331 0.80982
H: -0.16504 -2.17969 -0.59518
H: -0.11404 1.71331 -6.93218
H: -2.37104 -5.73469 -2.69518
H: 0.80496 4.36031 -2.92118
H: 1.87696 1.68331 0.08582
H: 0.91496 -0.10769 -0.35018
H: -1.66104 0.15531 -6.32618
H: -7.16204 2.39931 -0.49018
H: 3.81796 -0.04769 -0.78118
H: 1.65896 -2.14069 5.88982
H: -0.53504 -0.49669 7.31182
H: -4.27304 0.57931 -1.61418
H: -1.56904 -0.01669 2.69782
H: 0.24196 -4.62569 -3.11018
H: -1.45104 0.83831 4.62482
H: 0.12796 -0.78469 2.25582
H: 1.51896 -0.72669 2.31782
H: 4.28796 -3.43369 1.56882
H: -2.73004 4.50731 4.14782
H: 1.33296 0.90331 -5.96418
H: -1.79404 -1.33869 -0.97718
H: 1.46996 4.73831 -0.35118
H: -0.51404 5.08831 0.87582
H: -1.26804 -2.52069 1.53082
H: 0.61396 -1.91869 8.10082
H: 3.47696 -0.20569 -4.98718
H: -1.37104 3.62131 0.47582
H: 2.51496 -4.47169 0.92582
H: -2.05604 -0.16169 -3.75118
H: 2.07996 1.14131 -1.12918
H: 0.57296 2.88531 5.25882
H: 2.43196 -2.41169 -1.53518
H: -0.37004 3.10031 -5.22318
H: -0.33004 -3.09469 4.56282
H: 2.41496 -2.37669 -5.56118
H: -0.51804 4.23231 3.53682
H: 0.29296 -3.05569 2.22382
H: -3.59904 1.26431 0.67282
H: -0.93604 -3.30269 6.73682
H: 1.56496 -0.40769 6.22882
H: -2.65904 -1.34269 0.99182
H: 0.49896 2.97631 -0.69618

Results of the Mulliken charge analysis, in e, for atoms 1 through 8:
1 O -0.44
2 O -0.50
3 O -0.52
4 O 0.28
5 O -0.02
6 O -0.63
7 O -0.47
8 O -0.14


The lowest total charge belongs to which entry?
C40H80O10


The highest total charge belongs to which entry?
C40H80F12MgN5O10S4


Which value of total charge does entry 2 give?
0